w | A cluster of 5 separate species, H11O5 in total. Source: the Open Molecules 2025 dataset; level of theory: ωB97M-V/def2-TZVPD.

Computed properties:
Net charge: +1
HOMO in eV: -15.254

Geometry (Å):
O 0.578 2.383 -2.214
H 0.170 3.019 -2.815
H 1.503 2.667 -2.148
O -0.766 -1.812 -0.662
H -1.360 -2.132 0.013
H 0.129 -2.099 -0.425
O -0.952 0.763 2.485
H -0.417 1.370 3.008
H -1.677 0.493 3.051
O 1.649 -2.539 0.720
H 2.500 -2.582 0.266
H 1.699 -2.487 1.681
O -0.666 0.722 -0.760
H -0.319 1.453 -1.366
H -0.996 -0.235 -0.911
H -1.075 1.015 0.077

Atomic partial charges in e from the natural (NBO) method, atoms 1 to 5: -0.955, 0.512, 0.520, -0.962, 0.497

x | A cluster of 5 separate species, H11O5 in total. Source: the Open Molecules 2025 dataset; level of theory: ωB97M-V/def2-TZVPD.

Computed properties:
Net charge: +1
HOMO in eV: -15.563

Geometry (Å):
O 0.361 -3.155 -0.425
H -0.024 -4.103 -0.262
H 1.065 -3.181 0.221
O -0.455 0.050 1.534
H -1.082 -0.066 2.242
H -0.230 0.947 1.650
O 0.778 0.870 -2.361
H 0.378 0.527 -3.168
H 1.722 1.214 -2.547
O -0.037 2.710 2.020
H -0.906 3.101 2.376
H 0.460 3.605 1.980
O -0.709 -0.545 -0.817
H -0.261 -1.366 -1.020
H -0.615 -0.200 0.211
H -0.013 0.076 -1.295

Atomic partial charges in e from the natural (NBO) method, atoms 1 to 5: -0.978, 0.505, 0.485, -0.902, 0.514

Which of them is the least stable? Correct choice: x.

w | A structure of composition C28H28MnN4O3S2. Source: the Open Molecules 2025 dataset; level of theory: ωB97M-V/def2-TZVPD.

Computed properties:
Multiplicity: 2
HOMO (alpha / beta) in eV: -7.679 / -7.643

Geometry (Å):
Mn 0.781 -0.174 -0.349
C -2.761 1.339 -0.966
C -1.894 0.293 -1.657
C -2.387 -1.129 -1.479
C -3.652 -1.439 -1.969
C -4.167 -2.721 -1.882
C -3.399 -3.721 -1.315
C -2.130 -3.461 -0.810
C -1.332 -4.623 -0.258
C -1.791 -5.077 1.129
C -1.636 -2.144 -0.866
N -0.320 -1.896 -0.392
C -0.027 -2.075 0.867
C 1.282 -1.827 1.347
C 1.767 -1.967 2.652
C 3.088 -1.539 2.606
C 3.325 -1.123 1.287
N 2.258 -1.303 0.500
H -2.303 2.326 -1.035
H -2.885 1.100 0.090
H -3.747 1.386 -1.429
H -0.876 0.369 -1.281
H -1.808 0.513 -2.723
H -4.237 -0.657 -2.438
H -5.152 -2.941 -2.273
H -3.777 -4.736 -1.274
H -0.272 -4.375 -0.235
H -1.443 -5.461 -0.951
H -1.609 -4.313 1.885
H -1.264 -5.981 1.437
H -2.862 -5.290 1.133
H -0.774 -2.363 1.608
H 1.213 -2.330 3.504
H 3.800 -1.515 3.417
H 4.239 -0.703 0.889
O 1.675 1.621 -0.950
C 2.716 1.575 -1.898
C 2.609 0.267 -2.631
C 3.566 -0.123 -3.555
C 3.410 -1.334 -4.204
C 2.302 -2.116 -3.914
C 1.403 -1.658 -2.972
N 1.552 -0.488 -2.341
H 1.792 2.350 -0.262
H 3.697 1.660 -1.423
H 2.608 2.397 -2.611
H 4.417 0.516 -3.750
H 4.150 -1.668 -4.920
H 2.140 -3.070 -4.395
H 0.535 -2.238 -2.688
O 1.355 5.694 0.153
S 1.657 4.886 1.299
O 2.922 5.052 1.951
N 1.415 3.291 0.929
C 0.414 2.765 1.600
S -0.116 1.164 1.462
C -0.236 3.708 2.557
C -1.284 3.482 3.431
C -1.723 4.543 4.213
C -1.128 5.799 4.120
C -0.072 6.025 3.246
C 0.349 4.958 2.480
H -1.738 2.502 3.492
H -2.542 4.394 4.905
H -1.491 6.610 4.738
H 0.399 6.995 3.167

Atomic partial charges in e from the natural (NBO) method, atoms 1 to 5: 0.953, -0.598, -0.354, -0.051, -0.209

x | A structure of composition C28H28MnN4O3S2. Source: the Open Molecules 2025 dataset; level of theory: ωB97M-V/def2-TZVPD.

Computed properties:
Multiplicity: 2
HOMO (alpha / beta) in eV: -7.694 / -7.682

Geometry (Å):
Mn -0.470 0.630 0.383
C 0.517 -1.240 -2.873
C 0.464 0.219 -2.435
C 1.827 0.849 -2.237
C 2.681 0.909 -3.333
C 3.926 1.505 -3.247
C 4.319 2.080 -2.052
C 3.502 2.047 -0.929
C 3.974 2.749 0.325
C 5.036 1.961 1.097
C 2.260 1.392 -1.015
N 1.415 1.393 0.125
C 1.746 0.748 1.211
C 0.892 0.752 2.345
C 1.110 0.139 3.584
C -0.031 0.397 4.330
C -0.901 1.111 3.493
N -0.366 1.360 2.290
H -0.482 -1.676 -2.884
H 1.132 -1.825 -2.191
H 0.939 -1.323 -3.876
H -0.097 0.296 -1.502
H -0.105 0.810 -3.157
H 2.354 0.486 -4.275
H 4.577 1.535 -4.110
H 5.279 2.581 -1.984
H 3.125 2.957 0.976
H 4.397 3.713 0.033
H 4.629 1.036 1.505
H 5.427 2.549 1.928
H 5.870 1.695 0.446
H 2.658 0.153 1.291
H 1.988 -0.413 3.881
H -0.230 0.103 5.348
H -1.900 1.452 3.730
O -2.520 0.152 0.005
C -3.474 1.186 0.100
C -2.734 2.494 -0.007
C -3.382 3.701 0.205
C -2.666 4.876 0.070
C -1.326 4.808 -0.284
C -0.754 3.566 -0.466
N -1.439 2.425 -0.324
H -2.871 -0.734 0.282
H -4.025 1.141 1.043
H -4.191 1.110 -0.723
H -4.431 3.710 0.470
H -3.143 5.831 0.244
H -0.729 5.700 -0.409
H 0.290 3.458 -0.728
O -4.821 -3.253 -0.587
S -4.011 -3.467 0.578
O -4.659 -3.661 1.841
N -2.878 -2.264 0.696
C -1.662 -2.738 0.565
S -0.290 -1.763 0.601
C -1.569 -4.207 0.341
C -0.448 -5.000 0.179
C -0.635 -6.359 -0.037
C -1.914 -6.907 -0.091
C -3.040 -6.110 0.079
C -2.834 -4.764 0.294
H 0.539 -4.560 0.230
H 0.224 -7.003 -0.165
H -2.033 -7.968 -0.265
H -4.037 -6.527 0.040

Atomic partial charges in e from the natural (NBO) method, atoms 1 to 5: 0.952, -0.598, -0.349, -0.051, -0.209

Which of them is the least stable? Correct choice: x.

w | A cluster of 2 separate species, CH4N4 in total. Source: the Open Molecules 2025 dataset; level of theory: ωB97M-V/def2-TZVPD.

Computed properties:
HOMO in eV: -9.375
Structure (SMILES): [H]/N=N/C#N.N

Geometry (Å):
C -1.892 0.013 0.916
N -2.486 -0.190 1.918
N 1.595 -0.530 0.027
N -0.356 0.652 -0.673
N -1.413 0.143 -0.262
H 0.751 -0.183 0.447
H 1.529 -0.565 -1.021
H -0.150 0.714 -1.668
H 2.422 -0.053 0.315

Atomic partial charges in e from the natural (NBO) method, atoms 1 to 5: 0.341, -0.270, -1.049, -0.263, -0.202

x | A structure of composition CH4N4. Source: the Open Molecules 2025 dataset; level of theory: ωB97M-V/def2-TZVPD.

Computed properties:
HOMO in eV: -8.360

Geometry (Å):
C 1.301 0.842 0.040
N 1.743 -0.348 0.068
N 0.552 -0.987 0.015
N -0.278 0.059 -0.499
N -1.457 0.225 0.081
H 1.560 1.967 0.070
H 0.424 -1.972 -0.310
H -1.678 0.240 1.081
H -2.168 -0.026 -0.546

Atomic partial charges in e from the natural (NBO) method, atoms 1 to 5: 0.073, -0.247, -0.340, -0.155, -0.653

y | A cluster of 2 separate species, CH4N4 in total. Source: the Open Molecules 2025 dataset; level of theory: ωB97M-V/def2-TZVPD.

Computed properties:
HOMO (alpha / beta) in eV: -8.743 / -8.527

Geometry (Å):
C 1.221 -0.041 0.003
N -2.634 1.121 -1.568
N 0.121 0.637 -0.195
N -2.223 0.582 -0.599
N -1.878 -0.078 0.254
H 1.328 -0.599 1.091
H 2.059 0.719 -0.096
H 1.404 -0.777 -0.780
H -2.651 2.138 -1.615

Atomic partial charges in e from the natural (NBO) method, atoms 1 to 5: -0.558, -0.521, -0.194, 0.284, -0.063

Which of them is the least stable? Correct choice: y.

w | A cluster of 2 separate species, CN2O3S in total. Source: the Open Molecules 2025 dataset; level of theory: ωB97M-V/def2-TZVPD.

Computed properties:
HOMO (alpha / beta) in eV: -9.980 / -10.578

Geometry (Å):
C 1.168 -0.428 0.462
N 0.831 -1.498 0.438
N -2.203 -0.021 0.246
O -1.273 0.743 0.279
O -2.539 -0.942 -0.373
O 2.139 1.537 -0.868
S 1.425 1.345 0.391

Atomic partial charges in e from the natural (NBO) method, atoms 1 to 5: -0.034, -0.277, 0.541, -0.327, -0.214

x | A cluster of 2 separate species, CN2O3S in total. Source: the Open Molecules 2025 dataset; level of theory: ωB97M-V/def2-TZVPD.

Computed properties:
HOMO (alpha / beta) in eV: -10.274 / -10.133

Geometry (Å):
C -1.043 -0.907 -0.115
N -0.541 -1.826 0.295
N 1.340 0.237 -0.083
O 1.408 0.560 1.037
O 2.013 -0.199 -0.937
O -1.881 1.413 0.471
S -1.296 0.723 -0.667

Atomic partial charges in e from the natural (NBO) method, atoms 1 to 5: -0.066, -0.242, 0.513, -0.250, -0.254

Which of them is the least stable? Correct choice: x.